{"formula": "C32H33BFeN2O5SSe", "method": "ωB97M-V/def2-TZVPD", "mol_weight_g_mol": 703.31, "lumo_energy_ev": [-2.85, -2.44], "total_charge": 1, "multiplicity": 2, "energy_ha": -5813.02228, "orbital_gap_ha": [0.2883, 0.3031], "elements": ["Fe", "O", "B", "O", "C", "C", "C", "C", "C", "C", "H", "H", "H", "H", "C", "C", "C", "C", "C", "C", "C", "C", "C", "C", "O", "O", "H", "H", "H", "H", "H", "H", "H", "H", "H", "H", "H", "C", "N", "C", "Se", "N", "C", "C", "C", "C", "C", "C", "H", "H", "H", "H", "H", "H", "H", "H", "C", "C", "C", "C", "C", "C", "C", "S", "C", "O", "H", "H", "H", "H", "H", "H", "H", "H", "H", "H"], "positions_angstrom": [[-0.24791, -0.50667, -1.21059], [0.40666, -1.59382, -3.95634], [-0.18363, -1.81916, -2.72542], [-0.70606, -3.09302, -2.63260], [-0.42222, -3.68775, -3.84831], [-0.72334, -4.96043, -4.27253], [-0.31164, -5.29382, -5.56081], [0.36565, -4.38379, -6.36779], [0.66336, -3.09730, -5.92357], [0.25088, -2.78372, -4.65029], [-1.24870, -5.65900, -3.63636], [-0.52326, -6.28327, -5.94246], [0.66786, -4.68153, -7.36248], [1.18816, -2.38220, -6.54130], [-2.02599, -6.96321, 3.29875], [-1.68815, -5.74113, 2.49433], [-2.56241, -5.24285, 1.54125], [-2.27174, -4.11327, 0.78500], [-3.29331, -3.66548, -0.22767], [-1.03451, -3.47499, 0.99236], [-0.12469, -3.96881, 1.94849], [1.20598, -3.31968, 2.22732], [-0.47688, -5.08480, 2.68680], [-0.68027, -2.29872, 0.18969], [-1.56863, -1.51433, -0.31653], [0.50914, -1.95871, -0.09915], [-3.03347, -7.31483, 3.08381], [-1.95564, -6.75580, 4.36726], [-1.32870, -7.77304, 3.07794], [-3.50713, -5.74765, 1.37695], [-4.06773, -4.42490, -0.32218], [-2.84352, -3.50155, -1.20553], [-3.76435, -2.72971, 0.07075], [1.08791, -2.25554, 2.43838], [1.87923, -3.41345, 1.37684], [1.67141, -3.78818, 3.09293], [0.21572, -5.45847, 3.43258], [1.14355, 3.99247, -2.45700], [-0.01833, 3.70985, -1.63011], [-0.78256, 2.61169, -1.67832], [-0.61697, 1.15272, -2.85902], [-1.74427, 2.73491, -0.75214], [-1.61735, 3.94570, -0.08367], [-2.35410, 4.53901, 0.93057], [-1.93915, 5.79232, 1.34288], [-0.83100, 6.42664, 0.76715], [-0.09365, 5.82816, -0.23840], [-0.51409, 4.57242, -0.65045], [1.37160, 3.11282, -3.05167], [1.99036, 4.22988, -1.81409], [0.93435, 4.83526, -3.11372], [-2.45216, 2.03286, -0.61219], [-3.21501, 4.05355, 1.36948], [-2.48917, 6.29979, 2.12369], [-0.55125, 7.41268, 1.11259], [0.76085, 6.31953, -0.68307], [2.18601, 6.38160, 3.38258], [2.16050, 5.08655, 2.62301], [1.10017, 4.19335, 2.78563], [1.04885, 3.00674, 2.07760], [2.07386, 2.71269, 1.18870], [3.13249, 3.58621, 0.99584], [3.17328, 4.76683, 1.72373], [2.05663, 1.19427, 0.27784], [2.65511, 0.07534, 1.53532], [0.58419, 0.84666, 0.13215], [1.76317, 6.26294, 4.37940], [1.59293, 7.13751, 2.86251], [3.19992, 6.76588, 3.48086], [0.30663, 4.43266, 3.48311], [0.22304, 2.31680, 2.19892], [3.92397, 3.34484, 0.29540], [4.00380, 5.44891, 1.58927], [2.01055, 0.13387, 2.41041], [3.67793, 0.35908, 1.78162], [2.62727, -0.92044, 1.09406]]}